(1)
Formula: C57H88ClF3I2N13O
Source: OMol25
Level of theory: ωB97M-V/def2-TZVPD

Each line ends with the Mulliken charge.
CARTESIAN COORDINATES (ANGSTROEM)
C  -4.396  3.952  0.262  -1.86
C  -4.262  2.437  0.431  1.63
C  -5.626  1.872  0.828  -1.57
C  -3.686  1.765  -0.833  0.14
C  -2.451  2.458  -1.403  -1.53
C  -3.436  0.279  -0.625  0.32
O  -2.399  0.102  0.341  -0.14
C  -1.586  -1.046  0.289  -3.13
N  -0.220  -0.571  0.342  0.72
C  0.282  -0.027  -0.933  -1.88
N  -0.581  -0.356  -2.060  -0.09
C  0.833  -1.190  1.183  2.00
C  1.407  -2.461  0.475  -1.64
C  1.936  -3.639  1.293  -0.02
C  2.012  -4.932  0.444  -0.99
C  1.397  -6.143  1.143  -0.60
C  2.307  -6.691  2.232  -0.32
N  1.612  -7.724  3.004  -0.64
C  1.950  -0.108  1.314  -1.73
C  2.894  -0.108  2.537  -1.12
C  3.404  -1.421  3.010  0.40
F  4.441  -1.931  2.323  -0.39
C  2.924  -2.134  4.002  0.50
F  3.172  -3.395  4.233  -0.26
F  2.077  -1.648  4.904  -0.21
C  0.239  -1.423  2.587  -1.90
N  -1.243  -1.190  2.664  1.16
C  -1.778  -1.311  4.071  -1.37
I  -1.535  -3.246  4.926  0.25
C  -1.189  -0.190  4.950  -0.19
C  -1.531  1.188  4.381  -1.14
I  -2.066  -0.340  6.892  0.22
C  -1.973  -1.889  1.535  2.44
Cl  -1.429  -3.574  1.342  -0.13
C  -3.475  -1.934  1.779  -1.79
C  -4.292  -2.679  0.706  -0.82
N  -5.673  -2.181  0.733  -0.46
H  -4.964  4.370  1.095  0.46
H  -3.437  4.463  0.200  0.44
H  -4.974  4.177  -0.640  0.38
H  -3.562  2.267  1.262  -0.46
H  -6.412  2.194  0.142  0.40
H  -5.651  0.787  0.939  0.27
H  -5.901  2.283  1.803  0.43
H  -4.470  1.812  -1.601  0.57
H  -1.589  2.356  -0.740  0.00
H  -2.631  3.519  -1.564  0.60
H  -2.206  2.035  -2.379  0.34
H  -3.182  -0.213  -1.567  0.19
H  -4.359  -0.172  -0.250  -0.72
H  -1.826  -1.660  -0.582  1.63
H  1.299  -0.369  -1.128  0.62
H  0.323  1.064  -0.864  0.37
H  -0.423  0.291  -2.822  0.34
H  -0.370  -1.288  -2.407  0.24
H  2.207  -2.143  -0.199  0.51
H  0.621  -2.842  -0.178  0.51
H  2.943  -3.436  1.656  0.28
H  1.310  -3.867  2.160  0.37
H  1.563  -4.777  -0.541  0.42
H  3.065  -5.165  0.262  0.46
H  0.451  -5.857  1.623  0.08
H  1.172  -6.943  0.435  0.53
H  3.194  -7.145  1.783  0.30
H  2.661  -5.864  2.866  0.15
H  0.718  -7.370  3.327  0.21
H  2.137  -7.963  3.837  0.25
H  1.445  0.862  1.333  0.52
H  2.564  -0.131  0.417  0.50
H  3.751  0.518  2.278  0.70
H  2.428  0.398  3.387  0.49
H  0.648  -0.675  3.259  0.02
H  0.463  -2.389  3.024  0.23
H  -1.369  -0.196  2.417  0.04
H  -2.847  -1.129  4.033  0.81
H  -0.121  -0.313  5.102  0.38
H  -1.184  1.966  5.058  0.62
H  -1.014  1.376  3.430  0.19
H  -2.606  1.302  4.238  0.41
H  -3.628  -2.477  2.715  0.91
H  -3.880  -0.930  1.915  0.00
H  -4.300  -3.740  0.947  0.69
H  -3.852  -2.544  -0.285  -0.03
H  -6.331  -2.944  0.818  0.28
H  -5.907  -1.692  -0.122  0.18
N  -3.217  -3.402  -5.557  0.01
C  -2.864  -2.762  -6.717  -0.61
C  -2.260  -1.582  -6.380  -0.99
C  -2.247  -1.507  -4.960  0.31
C  -2.844  -2.644  -4.480  -0.79
H  -3.687  -4.288  -5.504  0.20
H  -3.073  -3.201  -7.678  0.44
H  -1.872  -0.855  -7.072  0.44
H  -1.849  -0.706  -4.361  0.51
H  -3.037  -2.975  -3.474  0.46
N  2.913  1.490  -3.008  0.11
C  3.783  1.066  -3.975  -0.90
C  5.048  1.141  -3.457  -0.50
C  4.930  1.622  -2.120  0.22
C  3.600  1.832  -1.877  -1.08
H  1.917  1.545  -3.116  0.21
H  3.433  0.744  -4.941  0.41
H  5.954  0.872  -3.974  0.46
H  5.718  1.794  -1.404  0.59
H  3.089  2.189  -0.997  0.46
N  7.429  3.731  0.168  0.10
C  6.197  4.295  0.369  -0.32
C  6.253  5.010  1.536  -0.71
C  7.568  4.873  2.058  -0.44
C  8.268  4.079  1.192  -0.35
H  7.685  3.145  -0.605  0.22
H  5.390  4.139  -0.327  0.42
H  5.441  5.571  1.969  0.43
H  7.955  5.306  2.965  0.42
H  9.285  3.733  1.221  0.25
N  -10.870  2.557  0.898  0.05
C  -10.233  1.349  0.966  -0.64
C  -9.252  1.447  1.916  -0.36
C  -9.300  2.767  2.442  -0.49
C  -10.309  3.427  1.793  -0.31
H  -11.632  2.773  0.281  0.20
H  -10.530  0.527  0.337  0.40
H  -8.573  0.661  2.204  0.49
H  -8.668  3.185  3.208  0.41
H  -10.671  4.435  1.890  0.25
N  8.355  0.740  -2.438  0.17
C  9.695  0.523  -2.627  -0.62
C  9.958  -0.779  -2.298  -0.47
C  8.728  -1.374  -1.899  -0.60
C  7.759  -0.413  -1.995  -0.36
H  7.881  1.607  -2.612  0.22
H  10.342  1.306  -2.983  0.43
H  10.923  -1.255  -2.343  0.43
H  8.576  -2.392  -1.582  0.42
H  6.704  -0.449  -1.791  0.40
N  11.804  3.419  2.373  -0.01
C  11.422  2.173  2.793  -0.45
C  11.896  1.998  4.065  -0.44
C  12.590  3.186  4.426  -0.42
C  12.515  4.043  3.362  -0.50
H  11.604  3.816  1.474  0.23
H  10.849  1.520  2.156  0.43
H  11.762  1.117  4.670  0.40
H  13.088  3.385  5.360  0.39
H  12.904  5.037  3.225  0.38
N  -0.889  -5.687  -7.193  0.08
C  0.462  -5.851  -7.327  -0.48
C  0.677  -6.806  -8.284  -0.43
C  -0.597  -7.233  -8.749  -0.57
C  -1.542  -6.524  -8.058  -0.27
H  -1.334  -5.045  -6.562  0.19
H  1.154  -5.277  -6.734  0.36
H  1.638  -7.159  -8.617  0.39
H  -0.794  -7.975  -9.505  0.39
H  -2.617  -6.546  -8.111  0.34
N  -11.556  7.059  1.665  -0.01
C  -11.226  7.058  0.336  -0.40
C  -10.626  8.255  0.055  -0.44
C  -10.588  9.006  1.262  -0.41
C  -11.169  8.241  2.236  -0.49
H  -12.017  6.312  2.151  0.24
H  -11.447  6.213  -0.294  0.36
H  -10.255  8.562  -0.909  0.40
H  -10.184  9.995  1.396  0.39
H  -11.339  8.436  3.281  0.37

Output
HOMO   -0.343 Ha
Total charge   +1
DFT total energy   -118821.89293 eV

***

(2)
Formula: C11H15BFNO3S
Source: OMol25
Level of theory: ωB97M-V/def2-TZVPD

Each line ends with the natural charge from an NBO analysis.
CARTESIAN COORDINATES (ANGSTROEM)
C  1.983  2.643  -0.847  -0.62
C  1.604  1.558  -1.749  -0.32
C  1.515  1.967  -3.252  -0.53
S  0.471  3.351  -3.682  -0.07
C  0.244  1.009  -1.320  0.71
O  -0.718  1.559  -1.698  -0.65
N  0.255  -0.088  -0.536  -0.61
C  -0.954  -0.587  0.096  -0.45
B  -1.276  -1.829  -0.813  1.11
O  -1.159  -3.090  -0.337  -0.89
O  -1.559  -1.551  -2.189  -0.89
C  -0.721  -0.940  1.547  -0.02
C  -0.092  -2.109  1.937  -0.21
C  -0.048  -2.497  3.232  -0.25
C  -0.786  -1.817  4.192  0.40
F  -1.183  -2.607  5.300  -0.33
C  -1.336  -0.575  3.777  -0.28
C  -1.401  -0.131  2.495  -0.19
H  1.071  3.230  -0.649  0.23
H  2.440  2.347  0.102  0.22
H  2.776  3.323  -1.337  0.22
H  2.255  0.679  -1.718  0.20
H  1.257  1.154  -3.923  0.22
H  2.550  2.210  -3.533  0.22
H  -0.579  2.914  -2.978  0.17
H  1.146  -0.530  -0.376  0.41
H  -1.798  0.134  0.026  0.25
H  -1.486  -3.723  -0.999  0.50
H  -1.450  -0.569  -2.155  0.50
H  0.297  -2.840  1.228  0.24
H  0.485  -3.400  3.578  0.23
H  -1.916  -0.008  4.518  0.23
H  -1.886  0.811  2.059  0.23

Output
HOMO   -0.320 Ha
Relative energy (zero: lowest compared OMol25 entry of this formula, charge and spin)   120.08 kJ/mol
DFT total energy   -33513.83520 eV

***

(3)
Formula: C6H10NO4PS
Source: OMol25
Level of theory: ωB97M-V/def2-TZVPD

Each line ends with the natural charge from an NBO analysis.
CARTESIAN COORDINATES (ANGSTROEM)
O  1.435  -0.851  3.662  -1.02
P  0.691  -0.889  2.388  1.39
N  1.399  0.005  1.227  -0.87
C  1.460  0.601  0.134  0.44
C  0.742  1.954  -0.095  -0.46
C  -0.670  1.635  -0.627  -0.39
C  -0.573  0.819  -1.908  -0.44
C  0.185  -0.410  -1.559  -0.38
C  1.690  -0.101  -1.178  -0.46
H  1.349  2.626  -0.926  0.20
H  0.862  2.588  0.770  0.24
H  -1.192  2.700  -0.726  0.22
H  -1.136  1.088  0.151  0.21
H  -1.551  0.571  -2.373  0.23
H  -0.191  1.320  -2.753  0.22
H  0.008  -1.059  -0.663  0.22
H  0.226  -1.172  -2.502  0.22
H  2.198  -1.018  -1.171  0.23
H  2.130  0.609  -1.979  0.21
O  -2.367  -1.882  3.634  -0.82
S  -2.287  -2.780  2.557  2.46
O  -1.302  -3.796  2.522  -0.82
O  -3.107  -2.558  1.413  -0.83

Output
HOMO   -0.358 Ha
Relative energy (zero: lowest compared OMol25 entry of this formula, charge and spin)   157.54 kJ/mol
DFT total energy   -36185.98289 eV

***

(4)
Formula: C11H20Cl2O3Re
Source: OMol25
Level of theory: ωB97M-V/def2-TZVPD

Each line ends with the Mulliken charge.
CARTESIAN COORDINATES (ANGSTROEM)
C  -0.667  -1.109  -1.822  1.19
C  -1.579  -0.977  -0.669  0.55
C  -1.024  -1.817  0.390  0.45
C  -3.041  -0.701  -0.829  -1.50
C  0.221  -2.351  -0.136  1.15
C  0.396  -1.938  -1.458  0.72
C  1.433  -2.451  -2.411  -1.76
C  -0.892  -0.608  -3.184  -2.14
C  -1.809  -2.476  1.475  -1.93
C  1.119  -3.297  0.553  -2.22
Re  -0.734  0.318  0.812  1.29
Cl  -2.228  0.840  2.196  -0.48
Cl  -1.042  1.746  -1.042  -0.52
O  0.670  -0.492  1.866  -0.74
H  -3.216  -0.127  -1.743  0.34
H  -3.433  -0.125  0.012  0.31
H  -3.600  -1.644  -0.895  0.32
H  -2.682  -1.896  1.784  0.40
H  -1.173  -2.655  2.350  0.39
H  -2.165  -3.459  1.130  0.33
H  0.991  -3.251  1.635  0.40
H  2.171  -3.088  0.308  0.39
H  0.916  -4.330  0.218  0.28
H  2.360  -2.741  -1.896  0.37
H  1.673  -1.725  -3.204  0.34
H  1.044  -3.359  -2.911  0.30
H  -1.646  0.187  -3.227  0.40
H  -1.230  -1.448  -3.811  0.29
H  0.035  -0.225  -3.638  0.42
H  1.422  0.080  1.917  0.33
O  3.629  1.038  -1.523  -1.20
H  2.717  1.181  -1.127  0.19
C  0.183  3.199  1.458  -0.72
O  0.505  1.863  1.228  -0.65
H  -0.644  3.591  0.832  0.21
H  1.106  3.798  1.237  0.23
H  -0.074  3.274  2.527  0.23

Output
HOMO (alpha / beta)   0.019 / 0.019 Ha
⟨S²⟩   3.807
Total charge   -2
Spin multiplicity   4
DFT total energy   -45046.98899 eV